Entry from the OMol25 dataset: a cluster of 4 separate species, C24H21Br2F7O3S in total at a distorted geometry (wB97M-V/def2-TZVPD).

ORCA input file:
```
! RIJCOSX wB97M-V def2-TZVPD def2/J DEFGRID3
* xyz 0 1
C 5.65 -0.63 3.50
C 4.36 0.42 3.61
Br 3.87 1.42 5.29
C 3.51 0.59 2.38
Br 4.01 -0.43 0.68
O 2.30 1.47 2.31
S 0.87 0.50 2.49
O 1.33 -0.68 3.37
O -0.26 1.52 3.22
C -1.22 0.83 4.09
F -0.61 0.35 5.39
F -2.15 1.94 4.56
C -2.20 -0.25 3.37
F -3.48 -0.27 4.17
F -2.63 0.23 2.00
C -1.71 -1.78 3.23
F -1.00 -2.10 1.93
F -0.94 -2.35 4.36
F -2.97 -2.61 3.16
H 5.20 -1.69 3.18
H 6.16 -0.83 4.55
H 6.43 -0.28 2.68
C 4.34 1.76 -4.84
C 4.89 1.03 -3.79
C 4.38 1.17 -2.50
C 3.30 2.03 -2.27
C 2.74 2.75 -3.32
C 3.27 2.62 -4.61
H 4.74 1.66 -5.84
H 5.72 0.36 -3.97
H 4.81 0.61 -1.68
H 2.89 2.13 -1.26
H 1.91 3.42 -3.14
H 2.84 3.19 -5.43
C 1.97 0.34 -7.11
C 0.73 -0.28 -6.94
C 0.18 -1.03 -7.98
C 0.87 -1.17 -9.18
C 2.11 -0.56 -9.34
C 2.66 0.20 -8.31
H 2.39 0.93 -6.30
H 0.19 -0.17 -6.00
H -0.79 -1.50 -7.85
H 0.45 -1.77 -9.98
H 2.65 -0.67 -10.28
H 3.62 0.68 -8.44
C -6.25 -0.38 4.95
C -6.21 -1.78 5.00
C -7.23 -2.49 5.61
C -8.31 -1.81 6.18
C -8.36 -0.41 6.13
C -7.32 0.30 5.53
H -5.45 0.17 4.48
H -5.37 -2.31 4.55
H -7.20 -3.57 5.65
H -9.12 -2.36 6.66
H -9.20 0.12 6.57
H -7.36 1.38 5.49
*
```

The HOMO-LUMO gap is 0.30164 hartree. The HOMO energy is -9.228 eV.



Entry from the OMol25 dataset: a structure of composition C29H34N4SSiTb (wB97M-V/def2-TZVPD).

ORCA input file:
```
! RIJCOSX wB97M-V def2-TZVPD def2/J DEFGRID3
* xyz 1 7
Tb -0.13 0.32 -0.33
C 5.57 -4.78 -0.91
C 4.85 -4.13 0.29
C 5.61 -4.47 1.58
C 3.45 -4.73 0.38
C 4.81 -2.62 0.09
C 6.04 -1.93 0.00
C 6.10 -0.56 -0.14
C 4.90 0.14 -0.19
S 4.66 1.84 -0.27
C 2.96 1.61 -0.23
N 2.56 0.36 -0.20
C 3.67 -0.51 -0.14
C 3.63 -1.90 0.02
C 2.05 2.78 -0.19
C 2.60 4.06 -0.06
C 1.79 5.17 -0.01
C 0.41 5.01 -0.07
C -0.13 3.74 -0.18
C 0.67 2.60 -0.24
H 5.59 -5.86 -0.79
H 6.60 -4.43 -0.99
H 5.06 -4.54 -1.84
H 5.63 -5.55 1.73
H 5.13 -4.01 2.45
H 6.64 -4.12 1.54
H 3.52 -5.81 0.56
H 2.90 -4.59 -0.56
H 2.87 -4.30 1.19
H 6.97 -2.48 0.05
H 7.05 -0.05 -0.18
H 2.68 -2.40 0.11
H 3.68 4.20 0.00
H 2.22 6.16 0.08
H -0.24 5.88 -0.03
H -1.21 3.65 -0.22
C -5.10 1.17 -0.06
Si -3.26 1.33 -0.07
C -2.70 2.16 1.50
C -2.81 2.36 -1.57
N -2.36 -0.15 -0.24
C -2.96 -1.42 -0.21
C -2.71 -2.36 -1.22
C -3.27 -3.62 -1.20
C -4.12 -4.00 -0.17
C -4.41 -3.08 0.83
C -3.85 -1.81 0.81
H -5.52 2.14 -0.32
H -5.50 0.88 0.92
H -5.44 0.44 -0.80
H -2.98 3.22 1.56
H -1.62 2.13 1.67
H -3.16 1.64 2.34
H -3.10 3.41 -1.49
H -3.34 1.93 -2.42
H -1.75 2.36 -1.83
H -2.08 -2.06 -2.05
H -3.06 -4.31 -2.01
H -4.58 -4.98 -0.16
H -5.09 -3.35 1.63
H -4.08 -1.11 1.61
N -0.34 -4.18 0.61
C 0.21 -4.13 -0.64
C 0.50 -2.83 -0.85
N 0.15 -2.08 0.26
C -0.36 -2.94 1.11
H -0.71 -5.00 1.07
H 0.33 -5.01 -1.25
H 0.96 -2.39 -1.73
H -0.79 -2.70 2.07
*
```

The expectation value of S² is 12.615. The HOMO-LUMO gap (alpha / beta) is 0.22162 / 0.26714 hartree. The HOMO energy (alpha / beta) is -10.427 / -10.471 eV.



Entry from the OMol25 dataset: a structure of composition C33H31N8NaOS2 (wB97M-V/def2-TZVPD).

ORCA input file:
```
! RIJCOSX wB97M-V def2-TZVPD def2/J DEFGRID3
* xyz 0 1
Na 0.27 0.30 0.19
S -0.68 1.69 2.32
C -2.09 2.52 1.77
N -2.48 3.64 2.27
N -3.62 4.20 1.66
C -3.55 4.70 0.34
C -4.73 5.22 -0.21
C -4.74 5.69 -1.51
C -3.59 5.63 -2.30
C -2.43 5.12 -1.74
C -2.39 4.66 -0.43
N -2.92 1.97 0.72
N -2.27 1.45 -0.20
C -3.01 1.04 -1.34
C -2.27 0.02 -2.10
C -2.80 -0.43 -3.48
C -3.89 0.46 -4.00
C -4.46 1.41 -3.25
C -4.02 1.73 -1.88
H -4.01 4.88 2.29
H -5.63 5.24 0.39
H -5.66 6.09 -1.93
H -3.60 5.99 -3.32
H -1.52 5.08 -2.33
H -1.48 4.27 -0.01
H -1.99 -0.83 -1.47
H -3.11 -1.48 -3.55
H -4.24 0.29 -5.01
H -5.26 2.01 -3.67
H -4.45 2.58 -1.37
N 1.60 -3.18 -3.23
C 2.80 -3.73 -2.86
C 3.48 -2.73 -2.22
N 2.72 -1.59 -2.18
C 1.60 -1.89 -2.79
C 0.47 -0.99 -3.00
N 0.24 0.05 -2.28
C -1.01 0.60 -2.78
C -1.40 -0.17 -4.08
N -0.46 -1.29 -4.00
H 0.81 -3.67 -3.62
H 3.05 -4.75 -3.07
H 4.47 -2.77 -1.80
H -1.00 1.69 -2.82
H -1.35 0.34 -5.04
H -0.08 -1.63 -4.87
O 1.27 -1.11 1.67
S 1.01 -1.44 3.11
C 1.74 -0.11 4.13
C 3.08 0.35 3.65
C 4.26 -0.18 4.17
C 5.49 0.23 3.69
C 5.56 1.19 2.69
C 4.39 1.73 2.17
C 3.16 1.32 2.65
C 2.24 -2.73 3.47
C 1.90 -3.98 2.70
C 2.26 -4.08 1.36
C 1.92 -5.22 0.63
C 1.22 -6.25 1.24
C 0.86 -6.15 2.58
C 1.19 -5.01 3.30
H 1.76 -0.51 5.14
H 1.00 0.69 4.08
H 4.21 -0.92 4.97
H 6.40 -0.18 4.11
H 6.52 1.52 2.31
H 4.44 2.49 1.40
H 2.24 1.76 2.28
H 2.20 -2.91 4.55
H 3.21 -2.33 3.19
H 2.79 -3.27 0.88
H 2.20 -5.29 -0.41
H 0.96 -7.14 0.68
H 0.31 -6.95 3.06
H 0.91 -4.93 4.34
*
```

The HOMO-LUMO gap is 0.24022 hartree. The HOMO energy is -6.598 eV. The value obtained for the energy above the lowest of the compared OMol25 structures with the same formula, charge and spin is 54.5 kcal per mole.



What did the third record say?
Entry from the OMol25 dataset: a structure of composition C33H31N8NaOS2 (wB97M-V/def2-TZVPD).

ORCA input file:
```
! RIJCOSX wB97M-V def2-TZVPD def2/J DEFGRID3
* xyz 0 1
Na 0.27 0.30 0.19
S -0.68 1.69 2.32
C -2.09 2.52 1.77
N -2.48 3.64 2.27
N -3.62 4.20 1.66
C -3.55 4.70 0.34
C -4.73 5.22 -0.21
C -4.74 5.69 -1.51
C -3.59 5.63 -2.30
C -2.43 5.12 -1.74
C -2.39 4.66 -0.43
N -2.92 1.97 0.72
N -2.27 1.45 -0.20
C -3.01 1.04 -1.34
C -2.27 0.02 -2.10
C -2.80 -0.43 -3.48
C -3.89 0.46 -4.00
C -4.46 1.41 -3.25
C -4.02 1.73 -1.88
H -4.01 4.88 2.29
H -5.63 5.24 0.39
H -5.66 6.09 -1.93
H -3.60 5.99 -3.32
H -1.52 5.08 -2.33
H -1.48 4.27 -0.01
H -1.99 -0.83 -1.47
H -3.11 -1.48 -3.55
H -4.24 0.29 -5.01
H -5.26 2.01 -3.67
H -4.45 2.58 -1.37
N 1.60 -3.18 -3.23
C 2.80 -3.73 -2.86
C 3.48 -2.73 -2.22
N 2.72 -1.59 -2.18
C 1.60 -1.89 -2.79
C 0.47 -0.99 -3.00
N 0.24 0.05 -2.28
C -1.01 0.60 -2.78
C -1.40 -0.17 -4.08
N -0.46 -1.29 -4.00
H 0.81 -3.67 -3.62
H 3.05 -4.75 -3.07
H 4.47 -2.77 -1.80
H -1.00 1.69 -2.82
H -1.35 0.34 -5.04
H -0.08 -1.63 -4.87
O 1.27 -1.11 1.67
S 1.01 -1.44 3.11
C 1.74 -0.11 4.13
C 3.08 0.35 3.65
C 4.26 -0.18 4.17
C 5.49 0.23 3.69
C 5.56 1.19 2.69
C 4.39 1.73 2.17
C 3.16 1.32 2.65
C 2.24 -2.73 3.47
C 1.90 -3.98 2.70
C 2.26 -4.08 1.36
C 1.92 -5.22 0.63
C 1.22 -6.25 1.24
C 0.86 -6.15 2.58
C 1.19 -5.01 3.30
H 1.76 -0.51 5.14
H 1.00 0.69 4.08
H 4.21 -0.92 4.97
H 6.40 -0.18 4.11
H 6.52 1.52 2.31
H 4.44 2.49 1.40
H 2.24 1.76 2.28
H 2.20 -2.91 4.55
H 3.21 -2.33 3.19
H 2.79 -3.27 0.88
H 2.20 -5.29 -0.41
H 0.96 -7.14 0.68
H 0.31 -6.95 3.06
H 0.91 -4.93 4.34
*
```

The HOMO-LUMO gap is 0.24022 hartree. The HOMO energy is -6.598 eV. The value obtained for the energy above the lowest of the compared OMol25 structures with the same formula, charge and spin is 54.5 kcal per mole.